Below is a molecular structure, C39H38BiClN3O3, with properties calculated with ωB97M-V/def2-TZVPD.

```
85
Properties=species:S:1:pos:R:3:lowdin_charge:R:1
Bi -0.1166 -0.4925 0.4563 1.994
C 2.9143 -1.8847 -2.7407 -0.013
C 1.8509 -1.2443 -2.0937 -0.124
N 1.7796 -1.1508 -0.7847 -0.033
C 2.7372 -1.7145 0.0000 -0.159
C 3.8179 -2.4123 -0.5674 -0.135
C 3.8850 -2.4695 -1.9773 0.035
C 4.7605 -3.0382 0.2786 -0.025
C 4.5775 -2.9761 1.6282 -0.050
C 3.4948 -2.2744 2.1987 -0.001
C 2.5806 -1.6103 1.4140 -0.211
N 1.4693 -0.8941 1.8608 -0.105
C 1.2222 -0.6057 3.2016 -0.237
C 2.1718 -0.2892 4.1445 -0.022
C 1.8163 -0.0199 5.4837 -0.046
C 0.5173 -0.0519 5.8990 -0.023
C -0.4994 -0.3221 4.9540 -0.154
C -1.8752 -0.3340 5.2724 0.021
C -2.8081 -0.5520 4.2959 -0.026
C -2.3678 -0.7407 2.9773 -0.109
N -1.0937 -0.7532 2.6580 -0.024
C -0.1460 -0.5724 3.6145 -0.179
H 2.9339 -1.9322 -3.8198 0.118
H 1.0343 -0.8147 -2.6645 0.101
H 4.7088 -2.9977 -2.4412 0.131
H 5.5948 -3.5728 -0.1546 0.120
H 5.2709 -3.4769 2.2904 0.115
H 3.3839 -2.2881 3.2719 0.107
H 3.2136 -0.2358 3.8624 0.117
H 2.6026 0.2127 6.1894 0.116
H 0.2505 0.1405 6.9295 0.121
H -2.1784 -0.1597 6.2975 0.130
H -3.8660 -0.5681 4.5141 0.116
H -3.0772 -0.8860 2.1699 0.125
C -0.6289 2.6392 2.9686 -0.026
C -0.3731 2.4954 1.4850 -0.224
C 0.9369 2.4103 0.9822 -0.230
C 2.1545 2.5270 1.8660 -0.024
C 1.1511 2.2658 -0.4019 -0.244
C 2.5695 2.1713 -0.9055 -0.032
C 0.0681 2.2705 -1.2912 -0.225
C 0.3050 2.1880 -2.7800 -0.024
C -1.2376 2.4149 -0.7939 -0.222
C -2.3915 2.4889 -1.7653 -0.021
C -1.4597 2.5002 0.5876 -0.230
C -2.8752 2.6386 1.1012 -0.034
H -0.9379 3.6581 3.2135 0.108
H 0.2454 2.4030 3.5670 0.064
H -1.4255 1.9758 3.3041 0.058
H 2.6674 1.5668 1.9651 0.075
H 1.9251 2.8877 2.8624 0.074
H 2.8675 3.2253 1.4281 0.091
H 3.0468 3.1548 -0.8884 0.103
H 2.6269 1.8058 -1.9260 0.066
H 3.1741 1.5127 -0.2813 0.079
H 0.6994 3.1332 -3.1614 0.111
H -0.6025 1.9651 -3.3320 0.043
H 1.0326 1.4193 -3.0368 0.060
H -2.5499 1.5321 -2.2719 0.076
H -2.1966 3.2270 -2.5439 0.099
H -3.3225 2.7678 -1.2835 0.069
H -3.2832 3.6201 0.8496 0.101
H -2.9420 2.5345 2.1787 0.062
H -3.5387 1.8959 0.6555 0.082
C -4.4358 -1.1984 -3.2485 -0.021
C -3.1077 -0.9843 -3.9195 -0.201
C -2.8811 0.1359 -4.7143 -0.076
C -1.6693 0.3143 -5.3606 -0.678
Cl -1.4097 1.7526 -6.2996 0.683
C -0.6632 -0.6332 -5.2683 -0.103
C -0.8748 -1.7523 -4.4781 0.002
C -2.0726 -1.9115 -3.7946 -0.241
O -2.2178 -3.0386 -3.0167 -0.031
C -2.1997 -2.7855 -1.6315 -0.111
C -0.8175 -3.0258 -1.0261 -0.605
O 0.0737 -3.5766 -1.6158 0.119
O -0.7126 -2.5343 0.2097 -0.283
H -5.2218 -0.6664 -3.7815 0.087
H -4.4363 -0.8357 -2.2170 0.078
H -4.6882 -2.2579 -3.2230 0.093
H -3.6634 0.8742 -4.8393 0.119
H 0.2632 -0.4959 -5.8095 0.110
H -0.1288 -2.5314 -4.3825 0.127
H -2.9376 -3.4198 -1.1372 0.149
H -2.4648 -1.7434 -1.4165 0.108
```

Computed properties:
total charge	+1
E_HOMO	-10.400	eV
total energy	-2573.6444	hartree
molecular weight	841.18	u
relative energy (zero: lowest compared OMol25 entry of this formula, charge and spin)	8.39	kcal per mole
orbital gap	7.2	eV
spin multiplicity	1
lowest unoccupied orbital energy	-3.19	eV